Entry 1:
65
Properties=species:S:1:pos:R:3 method="wB97M-V/def2-TZVPD" energy_ev=-33540.10028 spin_multiplicity=1 orbital_gap_ev=10.39 total_charge=0
C -0.697 0.035 -1.080
C -0.630 0.507 -2.559
O -0.572 1.930 -2.617
C 0.683 2.409 -2.965
C 1.798 2.152 -1.925
C 1.884 3.232 -0.934
N 1.710 4.168 -0.295
C 3.171 2.107 -2.687
C 3.320 0.745 -3.230
N 3.502 -0.286 -3.695
H -0.017 -0.808 -0.963
H -0.279 0.849 -0.490
H -1.706 -0.185 -0.767
H -1.550 0.169 -3.033
H 0.195 0.037 -3.097
H 1.044 2.029 -3.928
H 0.587 3.489 -3.073
H 1.707 1.197 -1.419
H 3.978 2.370 -2.015
H 3.095 2.836 -3.490
C 6.676 -0.904 0.248
C 5.957 0.192 -0.512
O 4.694 0.478 0.092
H 6.067 -1.808 0.269
H 7.637 -1.141 -0.213
H 6.850 -0.606 1.283
H 5.762 -0.113 -1.539
H 6.561 1.106 -0.535
H 4.865 0.761 0.996
C -0.740 -4.764 0.335
C -1.693 -3.777 0.984
O -1.882 -2.624 0.167
H 0.225 -4.292 0.147
H -0.586 -5.637 0.971
H -1.130 -5.101 -0.628
H -1.292 -3.429 1.935
H -2.664 -4.248 1.174
H -2.247 -2.917 -0.673
C 6.394 -3.962 3.340
C 5.451 -2.928 3.928
O 5.302 -1.809 3.057
H 7.373 -3.519 3.149
H 6.518 -4.809 4.016
H 6.014 -4.333 2.385
H 5.842 -2.547 4.870
H 4.468 -3.370 4.120
H 4.945 -2.131 2.225
C -4.305 2.403 0.773
C -4.796 1.376 -0.231
O -3.790 0.394 -0.487
H -3.401 2.892 0.408
H -5.066 3.165 0.959
H -4.054 1.924 1.723
H -5.026 1.855 -1.183
H -5.700 0.883 0.133
H -3.591 -0.043 0.347
C -8.326 3.553 0.410
C -9.021 2.225 0.649
O -8.101 1.227 1.083
H -7.538 3.440 -0.335
H -9.031 4.309 0.064
H -7.856 3.913 1.329
H -9.472 1.861 -0.272
H -9.814 2.335 1.397
H -7.705 1.533 1.904

---

Entry 2:
78
Properties=species:S:1:pos:R:3 method="wB97M-V/def2-TZVPD" energy_ev=-80763.63319 spin_multiplicity=1 orbital_gap_ev=7.58 total_charge=+1
N 3.442 -2.525 -0.685
C 2.894 -1.197 -0.489
N 2.140 -1.216 0.758
N 3.934 -0.205 -0.262
C 1.905 -0.758 -1.685
C 0.575 -0.430 -1.072
C -0.363 -1.398 -0.978
C -1.543 -1.067 -0.378
C -2.598 -2.145 -0.213
O -3.404 -2.008 0.673
O -2.577 -3.218 -1.034
C -1.751 0.206 0.073
C -0.804 1.115 -0.083
N 0.349 0.790 -0.637
H 2.694 -3.200 -0.594
H 3.828 -2.652 -1.615
H 2.754 -1.035 1.539
H 1.619 -2.072 0.870
H 4.539 -0.127 -1.071
H 3.442 0.672 -0.134
H 2.293 0.095 -2.244
H 1.750 -1.575 -2.400
H -0.148 -2.380 -1.366
H -1.703 -3.625 -0.984
H -2.689 0.463 0.531
H -0.913 2.150 0.224
H 1.096 1.465 -0.743
C 0.370 -7.404 -4.517
O 0.331 -5.995 -4.190
P 1.581 -5.046 -4.764
O 1.365 -3.841 -3.905
O 0.897 -4.935 -6.221
C -0.414 -4.389 -6.333
O 3.022 -4.695 -5.484
C 4.196 -4.832 -4.663
H -0.530 -7.867 -4.120
H 0.397 -7.548 -5.600
H 1.240 -7.877 -4.062
H -0.666 -3.755 -5.484
H -1.142 -5.198 -6.407
H -0.454 -3.798 -7.245
H 4.253 -5.826 -4.221
H 4.199 -4.077 -3.876
H 5.067 -4.690 -5.297
C -3.329 -0.066 3.419
O -3.015 0.185 4.807
P -3.415 1.699 5.387
O -2.619 1.709 6.640
O -4.963 1.327 5.604
C -5.293 0.263 6.495
O -3.819 3.291 5.219
C -2.731 4.149 4.799
H -3.059 -1.091 3.182
H -4.399 0.072 3.234
H -2.755 0.608 2.780
H -4.498 0.076 7.217
H -5.482 -0.648 5.925
H -6.201 0.539 7.026
H -2.267 3.775 3.883
H -1.983 4.223 5.589
H -3.131 5.141 4.599
C -0.968 6.304 1.427
O -0.232 5.056 1.441
P 1.216 5.024 0.625
O 1.411 3.539 0.549
O 2.042 5.717 1.812
C 2.085 5.088 3.095
O 2.327 5.559 -0.458
C 1.997 5.389 -1.852
H -1.855 6.182 2.041
H -0.359 7.113 1.835
H -1.271 6.547 0.409
H 1.876 4.020 3.033
H 1.358 5.559 3.758
H 3.080 5.235 3.507
H 1.032 5.838 -2.084
H 1.987 4.331 -2.116
H 2.759 5.896 -2.439

---

Entry 3:
63
Properties=species:S:1:pos:R:3 method="wB97M-V/def2-TZVPD" energy_ev=-63129.53807 spin_multiplicity=1 orbital_gap_ev="2.90 / 3.12" total_charge=+3
Tl -1.866 1.190 0.645
P -0.476 -2.308 -1.758
P -0.116 -2.978 1.666
P 2.109 -0.656 0.390
H -1.773 7.523 0.363
C -0.887 7.663 -0.227
C -0.940 7.497 -1.554
H -1.857 7.203 -2.023
C -2.086 -2.564 -2.625
C 0.057 -4.068 -1.752
C 0.497 -1.718 -3.180
C -0.185 -2.709 3.472
C -1.474 -4.221 1.716
C 1.155 -4.287 1.669
C 2.920 0.808 -0.418
C 3.366 -1.887 -0.379
C 2.844 -0.572 2.039
H 0.035 7.923 0.302
H -0.056 7.588 -2.186
H -2.556 -1.588 -2.792
H -2.740 -3.191 -2.005
H -1.856 -3.071 -3.557
H -0.608 -4.671 -1.117
H 1.105 -4.149 -1.435
H -0.032 -4.377 -2.790
H 0.121 -0.742 -3.513
H 0.360 -2.467 -3.950
H 1.554 -1.679 -2.881
H -0.070 -3.633 4.057
H -1.157 -2.267 3.712
H 0.615 -2.007 3.755
H -1.204 -5.093 2.315
H -1.714 -4.542 0.695
H -2.338 -3.731 2.159
H 0.928 -5.050 2.423
H 2.131 -3.833 1.875
H 1.206 -4.757 0.677
H 4.001 0.974 -0.281
H 2.418 1.721 -0.074
H 2.759 0.755 -1.497
H 4.401 -1.656 -0.097
H 3.371 -1.951 -1.470
H 3.155 -2.891 -0.017
H 3.902 -0.260 2.078
H 2.711 -1.542 2.590
H 2.258 0.179 2.630
C -0.023 3.400 -0.825
C 0.353 3.406 0.515
C -0.303 4.293 1.373
C -1.316 5.183 0.972
C -1.908 4.974 -0.347
C -1.262 4.144 -1.264
S 0.637 2.180 -1.721
H 0.593 0.213 0.788
H 1.050 2.681 0.878
H 0.013 4.211 2.418
H -1.639 6.041 1.556
H -2.931 5.516 -0.639
H -1.680 3.968 -2.300
N -3.763 -0.754 0.167
H -3.161 -1.621 -0.101
H -4.663 -0.899 -0.293
H -3.985 -0.850 1.175

---

Entry 4:
64
Properties=species:S:1:pos:R:3 method="wB97M-V/def2-TZVPD" energy_ev=-41393.99764 spin_multiplicity=1 orbital_gap_ev=10.39 total_charge=0
C 3.234 0.077 0.351
C 2.072 -0.281 -0.377
C 1.943 0.436 -1.818
O 0.525 0.437 -2.136
S 0.119 1.570 -3.317
O 1.375 2.214 -3.880
O -0.717 2.871 -2.624
C -0.341 3.116 -1.237
C -1.543 2.703 -0.273
C -1.738 1.130 -0.066
C -2.708 0.577 -1.206
C -2.821 -1.013 -1.260
H 3.601 -0.523 1.239
H 3.774 1.041 0.052
H 1.279 -0.976 0.042
H 2.376 1.485 -1.648
H 2.546 -0.178 -2.553
H 0.669 2.695 -0.934
H -0.237 4.258 -1.139
H -1.341 3.144 0.767
H -2.529 3.128 -0.660
H -0.774 0.544 0.064
H -2.310 1.004 0.925
H -2.436 0.940 -2.247
H -3.763 0.985 -0.995
H -3.044 -1.507 -0.263
H -1.831 -1.411 -1.672
H -3.617 -1.357 -2.014
C 2.018 0.136 4.928
C 1.884 1.430 4.141
C 2.759 2.527 4.727
O 0.521 1.853 4.153
H 1.701 0.275 5.967
H 1.375 -0.640 4.503
H 3.049 -0.224 4.923
H 2.161 1.256 3.098
H 2.468 2.750 5.758
H 2.644 3.454 4.158
H 3.813 2.239 4.716
H 0.266 2.010 5.071
C 5.285 -3.590 1.260
C 4.948 -3.615 2.743
C 4.601 -5.021 3.208
O 3.844 -2.747 2.993
H 4.432 -3.922 0.660
H 5.521 -2.572 0.938
H 6.139 -4.234 1.038
H 5.796 -3.237 3.319
H 3.724 -5.403 2.675
H 4.350 -5.022 4.271
H 5.435 -5.708 3.044
H 3.088 -3.073 2.488
C -6.997 -0.360 -5.362
C -6.052 -0.016 -4.221
C -5.839 1.486 -4.112
O -4.797 -0.659 -4.432
H -6.587 -0.026 -6.321
H -7.132 -1.442 -5.435
H -7.975 0.106 -5.219
H -6.458 -0.398 -3.280
H -5.390 1.883 -5.028
H -5.150 1.718 -3.296
H -6.782 2.007 -3.932
H -4.429 -0.329 -5.261

---

Entry 5:
76
Properties=species:S:1:pos:R:3 method="wB97M-V/def2-TZVPD" energy_ev=-296059.68411 spin_multiplicity=2 orbital_gap_ev="4.24 / 3.30" s2=1.74 total_charge=+2
Al -6.738 -13.200 34.020
B -5.391 -15.771 33.046
H -5.234 -16.835 32.953
H -5.688 -15.622 34.073
H -4.433 -15.292 32.918
H -6.068 -15.316 32.340
B -7.351 -13.846 36.836
H -7.563 -14.244 37.816
H -7.936 -12.981 36.565
H -6.302 -13.616 36.738
H -7.579 -14.665 36.171
C -4.418 -17.979 30.444
Br -5.182 -19.791 30.481
Br -4.096 -17.397 28.552
Br -2.706 -18.026 31.488
H -5.064 -17.238 30.916
C -3.567 -17.181 36.329
C -3.649 -16.814 37.800
C -4.156 -15.361 37.822
S -3.203 -14.451 36.475
O -2.109 -13.706 37.017
O -4.213 -13.917 35.586
C -2.655 -16.082 35.697
H -4.544 -17.097 35.853
H -3.176 -18.194 36.242
H -2.708 -16.965 38.329
H -4.343 -17.382 38.419
H -3.993 -14.831 38.761
H -5.168 -15.109 37.505
H -1.607 -16.275 35.927
H -2.867 -15.937 34.638
C -8.887 -17.545 29.603
C -8.070 -16.511 28.770
C -8.681 -15.135 29.082
S -9.358 -15.116 30.781
O -10.781 -14.842 30.738
O -8.482 -14.395 31.731
C -9.069 -16.914 30.980
H -8.444 -18.541 29.619
H -9.913 -17.703 29.268
H -8.020 -16.761 27.710
H -7.052 -16.479 29.157
H -9.497 -14.768 28.460
H -8.074 -14.231 29.129
H -9.865 -17.229 31.655
H -8.134 -16.880 31.539
C -7.528 -19.334 35.478
C -7.603 -18.406 36.668
C -8.791 -17.424 36.312
S -8.847 -17.170 34.466
O -8.319 -15.824 34.189
O -10.203 -17.613 34.002
C -7.561 -18.564 34.115
H -8.474 -19.877 35.472
H -6.864 -20.195 35.408
H -6.716 -17.782 36.771
H -7.865 -18.884 37.612
H -8.680 -16.480 36.846
H -9.750 -17.880 36.557
H -6.598 -18.055 34.068
H -7.845 -19.049 33.181
C -1.928 -12.984 30.255
C -2.406 -11.993 29.133
C -3.886 -11.630 29.524
S -4.635 -13.276 30.160
O -5.181 -14.023 29.026
O -5.433 -12.969 31.355
C -3.061 -13.987 30.591
H -1.745 -12.364 31.132
H -0.928 -13.363 30.043
H -2.385 -12.428 28.134
H -1.800 -11.088 29.177
H -4.505 -11.229 28.721
H -3.940 -10.904 30.335
H -2.924 -14.915 30.037
H -3.104 -14.205 31.658

---

Entry 6:
84
Properties=species:S:1:pos:R:3 method="wB97M-V/def2-TZVPD" energy_ev=-111979.72345 spin_multiplicity=4 orbital_gap_ev="8.11 / 7.87" s2=3.76 total_charge=0
Co 0.954 1.702 -2.333
O -0.694 0.432 -1.921
C -0.379 0.029 -0.617
C 1.121 -0.013 -0.227
O 1.909 1.027 -0.727
H -0.699 -1.017 -0.451
H -1.000 0.608 0.084
H 1.538 -1.003 -0.488
H 1.178 -0.107 0.871
C 4.248 -1.768 -1.191
N 5.316 -1.566 -2.236
O 5.574 -2.537 -2.925
O 5.793 -0.467 -2.390
H 4.406 -1.157 -0.312
H 4.480 -2.806 -0.959
H 3.358 -1.620 -1.794
C -2.850 -0.550 -4.113
N -3.539 -0.334 -5.405
O -4.693 0.032 -5.432
O -2.839 -0.469 -6.401
H -1.831 -0.877 -4.278
H -3.399 -1.255 -3.495
H -2.770 0.397 -3.582
C -4.115 -0.319 -0.301
N -4.746 -0.069 1.006
O -5.881 -0.451 1.205
O -4.092 0.635 1.755
H -3.870 0.562 -0.882
H -4.712 -1.101 -0.767
H -3.168 -0.835 -0.125
C -1.516 -4.051 0.539
N -2.652 -3.360 1.172
O -3.768 -3.727 0.840
O -2.459 -2.594 2.084
H -1.475 -5.085 0.865
H -0.618 -3.465 0.707
H -1.710 -4.046 -0.533
C -0.056 1.484 3.767
C -1.411 0.696 3.846
O -2.344 1.582 4.447
S -1.588 2.606 5.423
O -1.274 1.998 6.692
O -2.268 3.883 5.537
O -0.268 2.703 4.458
H 0.028 1.613 2.688
H 0.737 0.853 4.154
H -1.363 -0.125 4.568
H -1.767 0.296 2.902
C -1.239 3.486 -0.948
O -0.152 3.329 -1.478
N -1.784 4.622 -0.483
C -3.168 4.645 -0.024
C -1.087 5.872 -0.704
H -1.906 2.637 -0.732
H -3.768 5.112 -0.808
H -3.242 5.231 0.890
H -3.501 3.629 0.172
H -0.023 5.645 -0.743
H -1.364 6.268 -1.688
H -1.332 6.585 0.080
C 2.507 -0.427 -4.219
O 1.916 0.357 -3.491
N 2.191 -1.710 -4.335
C 2.964 -2.585 -5.164
C 1.038 -2.271 -3.661
H 3.287 -0.078 -4.901
H 2.453 -2.846 -6.096
H 3.293 -3.456 -4.597
H 3.877 -2.129 -5.555
H 1.328 -3.154 -3.088
H 0.637 -1.515 -2.979
H 0.179 -2.581 -4.260
C 2.416 -1.581 3.191
O 1.292 -2.041 3.259
N 3.099 -1.071 4.238
C 4.379 -0.396 4.109
C 2.494 -0.953 5.546
H 2.930 -1.493 2.221
H 4.980 -0.747 3.276
H 4.958 -0.633 5.008
H 4.278 0.689 4.171
H 3.080 -1.475 6.324
H 2.674 0.006 6.048
H 1.493 -1.336 5.698